Record 1
This record from the Open Molecules 2025 dataset describes a single C5H6O2 molecule. The level of theory is ωB97M-V with the def2-TZVPD basis set.

Summary:
Structure (SMILES): O=CCC#CCO
Max |F|, eV Å⁻¹: 0.9
LUMO level, eV: 0.69
Molar mass, g mol⁻¹: 98.1
HOMO, eV: -9.838

Structure (XYZ):
```
13
Properties=species:S:1:pos:R:3:forces:R:3:mulliken_charge:R:1
O 2.072922 0.173598 -1.338010 0.10 0.34 -0.14 -0.504
C 2.313539 -0.108612 0.033415 0.30 0.02 0.05 -0.401
C 1.035275 0.015493 0.737574 -0.63 0.18 0.03 0.076
C -0.161277 0.032172 0.887524 0.79 -0.35 -0.22 -0.022
C -1.551395 -0.349610 0.703536 -0.47 -0.54 0.07 -0.447
C -2.282568 0.380983 -0.406389 -0.28 0.09 -0.18 0.018
O -3.475721 0.526180 -0.401105 0.26 0.07 0.01 -0.453
H 1.638839 1.040256 -1.358955 0.15 -0.30 -0.16 0.310
H 3.128255 0.521277 0.415897 -0.28 -0.07 0.15 0.267
H 2.644237 -1.149811 0.087322 0.02 0.13 -0.02 0.268
H -2.174938 -0.394850 1.601963 0.15 0.29 -0.12 0.321
H -1.512322 -1.389226 0.324739 -0.07 0.19 0.15 0.244
H -1.674852 0.702145 -1.287509 -0.04 -0.06 0.38 0.322
```
Forces are in eV/Å.


Record 2
This record from the Open Molecules 2025 dataset describes a single C5H6O2 molecule. The level of theory is ωB97M-V with the def2-TZVPD basis set.

Summary:
Structure (SMILES): O=C1CCC(=O)C1
Max |F|, eV Å⁻¹: 0.5
LUMO level, eV: 0.50
Molar mass, g mol⁻¹: 98.1
HOMO, eV: -9.633

Structure (XYZ):
```
13
Properties=species:S:1:pos:R:3:forces:R:3:mulliken_charge:R:1
O 1.038483 1.415471 1.782442 -0.24 -0.27 -0.34 -0.551
C 0.497315 0.778320 0.913095 0.15 0.20 0.18 0.334
C 1.209391 0.182090 -0.302600 0.07 0.00 -0.01 -0.444
C 0.201642 -0.744220 -0.994428 -0.01 -0.12 -0.05 -0.433
C -1.104480 -0.647111 -0.203244 -0.23 -0.18 -0.16 0.329
O -2.071807 -1.340900 -0.396593 0.36 0.30 0.12 -0.552
C -0.983382 0.441902 0.847729 -0.02 -0.03 0.06 -0.394
H 2.122402 -0.319983 0.032105 -0.15 0.07 -0.04 0.302
H 1.525159 1.011627 -0.945104 -0.04 -0.09 0.10 0.264
H 0.505025 -1.797171 -1.017897 -0.02 0.20 0.03 0.278
H -0.000922 -0.459682 -2.033243 0.00 -0.03 0.17 0.277
H -1.401364 0.154082 1.814796 0.05 0.03 -0.10 0.347
H -1.537462 1.325576 0.502942 0.08 -0.08 0.03 0.243
```
Forces are in eV/Å.


Record 3
This record from the Open Molecules 2025 dataset describes 2 unconnected molecules or ions with the total composition C5H6O2. The level of theory is ωB97M-V with the def2-TZVPD basis set.

Summary:
Max |F|, eV Å⁻¹: 3.5
LUMO level, eV: 0.90
Molar mass, g mol⁻¹: 98.1
HOMO, eV: -9.501

Structure (XYZ):
```
13
Properties=species:S:1:pos:R:3:forces:R:3:mulliken_charge:R:1
C -3.498124 -1.267387 2.386290 0.04 0.44 -0.33 0.091
C -0.705657 -1.306206 -0.188372 -2.01 -0.60 -1.57 0.302
C 0.349371 -0.948699 0.859994 -2.16 -2.40 1.30 -0.323
C -0.844594 0.090307 -0.673078 1.69 2.12 -1.33 -0.283
C 0.510940 0.368295 0.120759 -2.31 1.16 1.50 -0.602
O -3.397248 -0.355814 1.727262 -0.05 -0.44 0.33 -0.095
O -1.336794 -2.228250 -0.652761 1.14 -0.35 1.15 -0.585
H -0.368968 -1.137104 1.783034 1.94 1.10 -1.09 0.139
H 1.208289 -1.618669 0.877044 -0.05 0.06 0.45 0.326
H -0.710189 0.173611 -1.801565 -0.56 -0.09 1.37 0.253
H -1.688166 0.736762 -0.315141 0.67 -0.88 -0.29 0.231
H 0.505569 1.329408 0.648062 0.22 -0.42 0.14 0.282
H 1.409912 0.226146 -0.376171 1.44 0.31 -1.63 0.263
```
Forces are in eV/Å.


Record 4
This record from the Open Molecules 2025 dataset describes a single C5H6O2 molecule. The level of theory is ωB97M-V with the def2-TZVPD basis set.

Summary:
Structure (SMILES): C1=COC2(CC2)O1
Max |F|, eV Å⁻¹: 6.9
LUMO level, eV: 1.03
Molar mass, g mol⁻¹: 98.1
HOMO, eV: -8.222

Structure (XYZ):
```
13
Properties=species:S:1:pos:R:3:forces:R:3:mulliken_charge:R:1
C -1.354076 -0.206301 0.793837 -2.84 2.92 -0.53 -0.784
C -1.509279 0.223905 -0.776558 2.20 -3.67 0.66 -0.628
C -0.142256 0.087259 -0.091352 -6.78 0.97 0.58 0.905
C 1.849109 0.678391 0.025223 1.07 3.09 0.44 -0.252
C 1.808173 -0.620340 -0.032854 2.77 -5.34 0.56 -0.154
H -2.241503 0.454845 1.330218 3.35 -1.27 -0.76 0.223
H -1.338724 -1.210614 1.135197 -0.46 -0.88 -0.21 0.287
H -1.578883 -0.685632 -1.499801 -0.69 2.32 0.83 0.224
H -1.852266 1.271268 -0.854694 0.01 -1.11 -0.45 0.290
H 2.668195 1.415551 0.013157 -0.43 -0.90 0.39 0.319
H 2.594879 -1.542757 0.225942 -1.92 3.23 -1.16 0.239
O 0.564271 1.267645 0.025847 2.48 -1.62 -0.67 -0.322
O 0.532360 -1.133223 -0.294166 1.24 2.25 0.33 -0.348
```
Forces are in eV/Å.


Record 5
This record from the Open Molecules 2025 dataset describes a single C5H6O2 molecule. The level of theory is ωB97M-V with the def2-TZVPD basis set.

Summary:
Structure (SMILES): C=C1COC(=O)C1
Max |F|, eV Å⁻¹: 0.5
LUMO level, eV: 0.80
Molar mass, g mol⁻¹: 98.1
HOMO, eV: -9.990

Structure (XYZ):
```
13
Properties=species:S:1:pos:R:3:forces:R:3:mulliken_charge:R:1
O -1.372008 -1.080563 -2.102809 0.45 -0.03 0.27 -0.537
C -0.544878 -0.796131 -1.286537 -0.28 -0.23 -0.30 0.540
C -0.393893 1.215182 1.334722 0.08 -0.10 0.00 -0.902
C 0.123870 0.227642 0.618654 -0.10 0.23 0.04 0.526
C 1.233224 0.350728 -0.389156 0.11 0.11 0.14 -0.464
O 0.591998 -0.108032 -1.598278 -0.09 -0.05 -0.14 -0.319
C -0.549593 -1.049988 0.215187 -0.13 0.00 0.03 -0.485
H -1.318604 1.083171 1.889346 0.17 0.00 0.00 0.271
H 0.062440 2.200816 1.340185 0.03 -0.15 0.13 0.257
H 1.588150 1.371548 -0.544115 -0.10 -0.13 -0.02 0.323
H 2.087256 -0.303164 -0.166738 -0.15 0.09 -0.03 0.233
H 0.080869 -1.930476 0.405363 -0.08 0.15 0.02 0.225
H -1.547950 -1.222925 0.614018 0.09 0.10 -0.13 0.334
```
Forces are in eV/Å.


Record 6
This record from the Open Molecules 2025 dataset describes a single C5H6O2 molecule. The level of theory is ωB97M-V with the def2-TZVPD basis set.

Summary:
Structure (SMILES): C#C[C@H](C=O)CO
Max |F|, eV Å⁻¹: 0.6
LUMO level, eV: 0.71
Molar mass, g mol⁻¹: 98.1
HOMO, eV: -9.998

Structure (XYZ):
```
13
Properties=species:S:1:pos:R:3:forces:R:3:mulliken_charge:R:1
O -2.235071 -0.009745 0.270396 -0.03 0.13 0.13 -0.531
C -1.100601 -0.764532 -0.053009 0.16 -0.27 -0.07 -0.738
C 0.088012 0.094569 -0.579995 -0.02 -0.04 0.02 0.510
C 0.087265 1.519067 -0.030807 -0.09 0.16 0.43 -0.069
O -0.358210 1.825866 1.049130 0.20 -0.16 -0.50 -0.511
C 1.369782 -0.494341 -0.174386 0.47 -0.21 0.16 -1.011
C 2.388391 -0.963722 0.264018 -0.41 0.18 -0.20 0.233
H -1.978533 0.555509 1.014688 -0.18 0.00 -0.16 0.345
H -0.754271 -1.370545 0.793606 -0.05 0.14 -0.06 0.326
H -1.401662 -1.449860 -0.849411 0.10 0.02 0.11 0.357
H 0.050830 0.166399 -1.674691 0.00 0.01 0.15 0.282
H 0.557032 2.276996 -0.687576 0.00 -0.06 0.10 0.378
H 3.287034 -1.385667 0.658041 -0.14 0.07 -0.11 0.428
```
Forces are in eV/Å.


Record 7
This record from the Open Molecules 2025 dataset describes a single C5H6O2 molecule. The level of theory is ωB97M-V with the def2-TZVPD basis set.

Summary:
Structure (SMILES): C#C[C@H](C=O)CO
Max |F|, eV Å⁻¹: 0.6
LUMO level, eV: 0.63
Molar mass, g mol⁻¹: 98.1
HOMO, eV: -9.882

Structure (XYZ):
```
13
Properties=species:S:1:pos:R:3:forces:R:3:mulliken_charge:R:1
O 1.447314 -0.961859 -1.391745 -0.09 -0.23 0.21 -0.509
C 1.193150 0.225942 -0.689146 0.18 0.28 0.02 -0.526
C -0.269611 0.449753 -0.174262 0.12 0.02 -0.08 0.596
C -1.341818 -0.520573 -0.684250 -0.07 -0.16 -0.43 -0.267
O -1.298827 -1.121982 -1.724782 -0.07 0.31 0.49 -0.439
C -0.346716 0.493316 1.289516 -0.06 0.01 0.53 -1.012
C -0.440799 0.488225 2.489664 0.02 -0.04 -0.50 0.182
H 1.092419 -1.710213 -0.896773 0.10 0.06 -0.13 0.311
H 1.862799 0.320180 0.177181 -0.14 -0.01 -0.10 0.344
H 1.451607 1.027409 -1.385957 -0.08 -0.08 0.10 0.296
H -0.599680 1.427699 -0.557651 -0.03 -0.12 0.09 0.209
H -2.215608 -0.597579 -0.004277 0.07 -0.05 -0.06 0.376
H -0.534231 0.479682 3.552482 0.05 0.03 -0.14 0.437
```
Forces are in eV/Å.


Record 8
This record from the Open Molecules 2025 dataset describes a molecular structure, C5H6O2. The level of theory is ωB97M-V with the def2-TZVPD basis set.

Summary:
Max |F|, eV Å⁻¹: 4.0
LUMO level, eV: 0.47
Molar mass, g mol⁻¹: 98.1
HOMO, eV: -9.828

Structure (XYZ):
```
13
Properties=species:S:1:pos:R:3:forces:R:3:mulliken_charge:R:1
O 2.000524 -1.603364 -0.604072 0.02 0.22 -0.02 -0.489
C 1.590723 -0.475316 -0.472901 0.09 -0.65 0.34 -0.276
C 0.200008 -0.102640 -0.143888 0.32 -0.21 0.54 0.593
C -0.791842 -0.440819 1.004905 0.48 3.42 -1.94 -0.265
C -0.935768 -1.109273 -0.250920 -0.81 0.04 -0.62 -0.576
C -0.130978 1.343179 -0.030302 0.79 0.15 -0.36 -0.546
O -1.434854 1.172125 0.451033 0.37 -1.86 1.06 -0.548
H 2.250963 0.407264 -0.665052 -0.16 -0.29 0.12 0.310
H -0.852599 -0.037923 1.968012 0.21 -1.05 1.79 0.539
H 0.565269 1.690215 0.761814 -0.25 0.37 -0.16 0.294
H -1.878976 -0.707626 -0.565454 -0.34 -0.41 -1.29 0.241
H -0.642141 -2.115487 -0.550247 0.00 0.18 0.63 0.344
H 0.059674 1.979660 -0.902932 -0.72 0.09 -0.08 0.379
```
Forces are in eV/Å.